[1]
C22H43BBrLiN5O12PS | ωB97M-V with the def2-TZVPD basis set

Results
HOMO-LUMO gap (eV): 3.3517
E_tot (Eh): -5386.60388

Structure (XYZ):
```
87
C22H43BBrLiN5O12PS | OMol25 | ωB97M-V with the def2-TZVPD basis set
C -3.238 3.863 -5.021
C -3.028 2.606 -4.088
C -2.540 1.363 -4.918
N -2.022 0.290 -4.054
C -0.769 -0.050 -3.927
N -0.558 -1.175 -3.085
C 0.093 -0.987 -1.787
C 0.501 0.444 -1.339
C 1.112 0.283 0.128
C 2.681 0.056 0.002
C 3.152 -1.460 0.083
C 3.732 -1.994 -1.295
C 4.842 -1.097 -1.958
O 4.517 -0.978 -3.377
C 5.541 -1.527 -4.206
N -0.335 -2.373 -3.761
C -1.401 -3.374 -3.422
C -0.818 -4.454 -2.445
N 0.226 0.629 -4.687
S 0.516 2.296 -4.201
P 1.820 -0.181 -4.686
N 2.080 -0.817 -6.103
H -3.561 3.492 -6.019
H -2.270 4.420 -5.097
H -3.995 4.562 -4.597
H -4.013 2.343 -3.633
H -2.331 2.856 -3.248
H -1.813 1.681 -5.703
H -3.408 0.929 -5.482
H -2.731 -0.228 -3.531
H 1.017 -1.628 -1.741
H -0.574 -1.404 -0.980
H 1.382 0.749 -1.967
H -0.322 1.196 -1.349
H 0.947 1.251 0.666
H 0.605 -0.549 0.665
H 3.115 0.581 -0.883
H 3.119 0.563 0.905
H 2.286 -2.099 0.345
H 3.942 -1.547 0.855
H 2.967 -2.206 -2.080
H 4.219 -2.981 -1.069
H 4.922 -0.068 -1.541
H 5.831 -1.604 -1.843
H 6.304 -0.743 -4.450
H 6.011 -2.453 -3.803
H 5.071 -1.813 -5.184
H 0.577 -2.787 -3.563
H -2.291 -2.847 -3.009
H -1.690 -3.868 -4.379
H -1.406 -5.404 -2.483
H -0.788 -4.091 -1.387
H 0.229 -4.743 -2.730
H -0.088 2.533 -2.993
H 2.769 0.816 -4.341
H 1.952 -1.220 -3.733
H 2.248 -1.819 -6.011
Br 2.063 -1.473 2.436
B -1.278 -1.996 6.727
O -0.441 -0.809 7.040
C 0.253 -0.519 5.957
O 1.041 0.403 5.862
C -0.081 -1.482 4.882
O 0.406 -1.460 3.769
O -0.980 -2.356 5.324
O -0.972 -3.114 7.639
C -2.097 -3.434 8.279
O -2.195 -4.304 9.096
C -3.198 -2.531 7.811
O -4.336 -2.549 8.185
O -2.712 -1.689 6.899
C -3.093 2.507 6.588
C -2.234 1.889 5.506
O -2.420 2.567 4.245
C -1.770 3.719 4.106
O -1.045 4.233 4.918
O -2.080 4.230 2.903
C -1.511 5.515 2.657
H -4.137 2.546 6.273
H -3.021 1.931 7.511
H -2.784 3.533 6.798
H -2.536 0.853 5.349
H -1.179 1.879 5.786
H -0.435 5.511 2.826
H -1.994 6.263 3.287
H -1.698 5.764 1.614
Li 2.127 1.141 3.268
```

Löwdin atomic charge list, values in e, 5 entries: -0.095, -0.240, -0.176, 0.150, -0.332



[2]
C15H27N3OSSi2V | ωB97M-V with the def2-TZVPD basis set

Results
HOMO-LUMO gap (alpha / beta) (eV): 7.2590 / 8.0655
E_tot (Eh): -2748.47513
⟨S²⟩: 3.766
Spin multiplicity: 4

Structure (XYZ):
```
50
C15H27N3OSSi2V | OMol25 | ωB97M-V with the def2-TZVPD basis set
V 0.577 -0.224 0.465
O 1.514 -1.934 0.559
N 0.789 -3.060 0.472
C 1.377 -4.206 0.861
C 0.705 -5.392 0.811
C -0.610 -5.393 0.333
C -1.177 -4.222 -0.081
C -0.473 -3.001 -0.025
S -1.111 -1.485 -0.546
H 2.390 -4.087 1.213
H 1.199 -6.296 1.138
H -1.175 -6.316 0.292
H -2.189 -4.187 -0.462
C -2.822 0.724 1.895
Si -1.583 0.176 3.185
C -1.637 1.555 4.462
C -2.350 -1.315 3.994
C 0.078 -0.295 2.583
Si 1.680 0.259 3.248
C 2.789 0.849 1.818
C 1.694 1.686 4.455
C 2.602 -1.146 4.037
H -3.824 0.719 2.343
H -2.827 0.039 1.040
H -2.637 1.737 1.520
H -2.685 1.749 4.729
H -1.211 2.509 4.119
H -1.103 1.266 5.372
H -3.301 -1.052 4.474
H -1.682 -1.734 4.757
H -2.551 -2.099 3.252
H 0.086 -1.384 2.740
H 2.504 1.832 1.434
H 2.781 0.128 0.983
H 3.837 0.914 2.123
H 1.275 2.614 4.048
H 2.734 1.896 4.738
H 1.137 1.442 5.363
H 2.751 -1.949 3.305
H 2.036 -1.554 4.881
H 3.587 -0.826 4.402
N -0.012 2.616 1.136
C -0.163 3.854 0.656
C -0.221 3.751 -0.715
C -0.103 2.378 -0.966
N 0.012 1.677 0.166
H 0.009 2.309 2.097
H -0.221 4.706 1.315
H -0.334 4.549 -1.430
H -0.115 1.858 -1.910
```

natural (NBO) atomic charge list, values in e, 5 entries: 0.993, -0.641, -0.004, 0.044, -0.267